Entry from the Open Molecules 2025 dataset: C3H5NdO3 as an isolated structure at a distorted geometry (ωB97M-V/def2-TZVPD).

## Properties
HOMO energy (spin up / spin down) = -11.56 / -12.09 eV
E_tot = -904.088365 hartree
Energy above the lowest of the compared OMol25 structures with the same formula, charge and spin = 4.8 kcal per mole
Multiplicity = 5
<S²> = 6.004
Charge = +1
LUMO (spin up / spin down) = -4.900 / -4.889 eV
Strongest force on any atom = 3.0 eV/A

CARTESIAN COORDINATES (ANGSTROEM)
H  1.221  -2.299  0.095
O  -2.208  -0.878  -0.222
C  -1.032  -0.926  0.372
C  -2.501  0.415  -0.811
O  1.224  -1.494  -0.425
O  -0.585  0.371  0.477
C  -1.448  1.323  -0.208
Nd  2.154  0.461  0.401
H  -3.524  0.685  -0.532
H  -2.391  0.318  -1.898
H  -1.752  2.019  0.579
H  -0.951  1.937  -0.964

These are the Mulliken partial charges, in e, on atoms 1 to 2: number 1, H, carries 0.29; number 2, O, carries -0.19